Entry 1:
{
  "formula": "C8H10Cl6",
  "method": "ωB97M-V with the def2-TZVPD basis set",
  "homo_lumo_gap_ev": 10.8,
  "max_force_ha_per_bohr": 0.087,
  "smiles": "ClCC(Cl)(Cl)[C@@]1(Cl)CC[C@@H](Cl)[C@H](Cl)C1",
  "multiplicity": 1,
  "lumo_ha": 0.0143,
  "species": ["Cl", "Cl", "Cl", "Cl", "Cl", "Cl", "C", "C", "C", "C", "C", "C", "C", "C", "H", "H", "H", "H", "H", "H", "H", "H", "H", "H"],
  "xyz": [[-2.053, -2.553, -1.948], [0.141, 1.073, 3.913], [-0.571, -1.971, 2.525], [1.042, 0.249, -3.125], [-1.756, 0.708, -2.230], [1.707, -1.173, -0.074], [-0.508, -1.765, -2.454], [0.916, 1.796, 1.240], [0.778, 1.421, -0.266], [-0.839, -0.547, 0.348], [0.542, 0.571, 2.215], [-0.594, -0.327, 1.842], [-0.200, -0.313, -1.990], [0.366, -0.140, -0.522], [0.419, -2.270, -2.119], [-0.517, -1.792, -3.566], [0.153, 2.566, 1.393], [1.939, 2.196, 1.278], [1.733, 1.574, -0.763], [0.135, 2.224, -0.615], [-1.831, -0.041, 0.223], [-0.971, -1.605, 0.174], [1.530, 0.080, 2.298], [-1.561, 0.041, 2.221]],
  "forces_ev_per_angstrom": [[0.9, 0.3, 0.0], [0.5, 0.5, -0.3], [0.6, -0.4, 1.0], [0.0, 0.1, -0.2], [1.4, -0.5, 0.1], [0.4, -0.3, -0.6], [0.7, 0.3, -0.6], [-1.6, -1.1, -0.2], [0.3, -1.5, 0.3], [0.0, 0.6, 0.6], [2.3, 1.1, 0.4], [-1.4, -0.6, -1.0], [-0.6, 0.1, -0.2], [-3.1, 3.2, -0.4], [-0.9, -0.6, -0.1], [-0.1, 0.2, 0.9], [0.5, 0.1, 0.4], [-0.5, -0.3, 1.2], [0.1, -0.1, 0.0], [-0.6, -0.8, -0.9], [1.3, -0.3, -1.0], [-0.3, 0.0, 0.0], [-0.9, -0.4, 0.2], [0.8, 0.3, 0.2]],
  "nbo_charge": [-0.03, -0.07, -0.05, 0.01, -0.04, 0.02, -0.45, -0.41, -0.43, -0.49, -0.21, -0.22, 0.02, -0.07, 0.24, 0.25, 0.22, 0.24, 0.22, 0.24, 0.26, 0.26, 0.25, 0.24]
}



Entry 2:
{
  "formula": "C8H10ClFN4O",
  "method": "ωB97M-V with the def2-TZVPD basis set",
  "homo_lumo_gap_ev": [7.0, 7.1],
  "max_force_ha_per_bohr": 0.102,
  "smiles": "CN/[NH+]=C/C(F)=C\\N=C=C(C=[NH2+])C(=O)Cl",
  "charge": 2,
  "multiplicity": 1,
  "lumo_ha": [-0.3592, -0.3587],
  "species": ["C", "C", "C", "C", "C", "C", "C", "C", "N", "N", "N", "N", "O", "F", "Cl", "H", "H", "H", "H", "H", "H", "H", "H", "H", "H"],
  "xyz": [[-2.446, -0.773, -0.157], [-2.568, 1.529, 0.698], [-3.150, 0.343, 0.325], [1.204, 0.943, 0.719], [-0.227, 0.877, 0.783], [1.656, 1.257, -0.589], [2.005, 0.791, 1.934], [0.544, -1.929, -1.765], [-1.231, 1.448, 0.824], [3.335, 0.862, 1.731], [-1.166, -0.874, -0.482], [-0.642, -1.991, -0.999], [2.812, 1.284, -0.942], [-4.455, 0.293, 0.266], [0.407, 1.502, -1.859], [-2.882, -1.741, -0.070], [-3.068, 2.386, 1.201], [1.578, 0.934, 2.889], [0.735, -2.961, -2.026], [0.285, -1.456, -2.749], [1.383, -1.459, -1.224], [3.666, 1.071, 0.795], [4.040, 0.669, 2.421], [-0.755, -0.058, -1.081], [-1.059, -2.946, -0.641]],
  "forces_ev_per_angstrom": [[1.4, -2.0, 0.6], [-1.4, -0.7, 1.1], [-0.4, 3.1, -0.6], [-2.3, -1.1, 1.8], [3.9, 2.4, 1.7], [2.9, -0.5, -1.5], [2.8, 1.3, -4.2], [0.4, 0.2, -1.6], [-1.0, 0.3, 0.1], [-2.5, -0.4, 0.7], [-1.0, 0.7, -3.4], [-2.3, -2.8, 2.7], [-1.3, 0.3, 0.6], [0.0, -0.5, 0.2], [-0.1, 0.2, 0.0], [-1.0, -0.5, 0.0], [0.2, -0.8, -0.7], [-0.3, -0.9, 1.2], [0.6, -0.2, 0.1], [0.7, 0.0, 0.8], [-0.2, -0.3, -0.4], [0.0, -0.3, -0.3], [-0.1, 0.3, 0.7], [-0.2, -0.6, 1.3], [1.1, 2.7, -0.9]],
  "nbo_charge": [0.05, -0.07, 0.41, -0.46, 0.59, 0.52, 0.26, -0.45, -0.27, -0.62, -0.28, -0.33, -0.48, -0.23, 0.01, 0.25, 0.30, 0.26, 0.27, 0.24, 0.22, 0.45, 0.45, 0.46, 0.44]
}



Entry 3:
{
  "formula": "C8H10F3N2O",
  "method": "ωB97M-V with the def2-TZVPD basis set",
  "homo_lumo_gap_ev": [7.7, 7.7],
  "max_force_ha_per_bohr": 0.113,
  "charge": 1,
  "multiplicity": 1,
  "lumo_ha": [-0.1687, -0.1688],
  "de_lowest_kcal_mol": 63.8,
  "species": ["C", "C", "C", "C", "C", "C", "C", "C", "N", "N", "O", "F", "F", "F", "H", "H", "H", "H", "H", "H", "H", "H", "H", "H"],
  "xyz": [[-2.436, 1.575, -0.180], [-0.905, -0.259, -0.722], [-1.373, 2.295, 0.249], [-2.216, 0.193, -0.715], [0.127, 0.591, -0.241], [2.506, -1.149, 1.375], [2.495, -0.617, 0.013], [3.413, 0.556, -0.327], [-0.104, 1.738, 0.211], [-3.184, -0.579, -1.163], [2.122, -1.402, -1.010], [3.544, 1.504, 0.621], [4.647, 0.137, -0.585], [2.962, 1.184, -1.440], [-3.345, 2.082, -0.001], [-0.555, -1.171, -1.197], [-1.702, 3.103, 0.774], [2.413, -0.297, 2.081], [1.660, -1.866, 1.350], [3.516, -1.556, 1.439], [0.681, 2.352, 0.498], [-4.134, -0.309, -1.491], [-3.035, -1.606, -0.915], [2.364, -1.170, -1.881]],
  "forces_ev_per_angstrom": [[1.9, -1.9, -0.8], [1.8, 1.4, 0.6], [-0.5, -3.3, -1.2], [0.4, 3.0, 0.7], [1.9, -5.4, -1.3], [-1.0, 0.5, -0.8], [-2.2, 1.0, -2.4], [0.2, 1.8, -0.9], [-0.6, 5.5, 1.9], [-2.0, -3.3, -0.1], [0.5, -0.8, 3.7], [-0.8, -0.8, 0.0], [0.1, -0.7, 0.0], [0.1, -0.4, 0.3], [-1.3, -0.3, -0.3], [-0.5, -0.2, 0.2], [0.6, 2.8, 1.3], [-0.1, -0.8, -0.3], [0.8, 0.1, 0.9], [0.0, -0.6, 0.5], [-0.7, -0.6, -0.1], [1.3, -0.1, 0.9], [-0.6, 2.0, -1.1], [0.7, 1.2, -1.7]],
  "nbo_charge": [-0.26, -0.41, 0.02, 0.27, 0.17, -0.72, 0.54, 0.88, -0.53, -0.77, -0.61, -0.30, -0.29, -0.31, 0.24, 0.24, 0.23, 0.28, 0.27, 0.28, 0.43, 0.43, 0.42, 0.52]
}



Entry 4:
{
  "formula": "C8H10F6N2O2SSbSe3SnTe",
  "method": "ωB97M-V with the def2-TZVPD basis set",
  "homo_lumo_gap_ev": [4.6, 6.1],
  "max_force_ha_per_bohr": 0.008,
  "charge": -2,
  "multiplicity": 2,
  "lumo_ha": [0.1474, 0.1469],
  "s2": 0.76,
  "de_lowest_kcal_mol": 0.0,
  "species": ["Sn", "S", "C", "C", "C", "C", "C", "N", "H", "H", "H", "H", "N", "C", "C", "C", "O", "O", "H", "H", "H", "H", "H", "H", "Se", "Se", "Te", "Se", "F", "Sb", "F", "F", "F", "F", "F"],
  "xyz": [[0.011, 1.902, -0.032], [-2.252, 2.842, 1.250], [-2.550, 1.136, 1.320], [-3.718, 0.571, 1.867], [-3.886, -0.793, 1.844], [-2.906, -1.609, 1.280], [-1.781, -0.998, 0.773], [-1.608, 0.324, 0.807], [-4.466, 1.229, 2.288], [-4.785, -1.231, 2.264], [-3.000, -2.685, 1.250], [-0.975, -1.575, 0.341], [1.848, 0.657, -1.055], [1.763, 0.517, -2.509], [0.519, -0.281, -2.887], [-0.766, 0.548, -2.885], [-1.524, 0.479, -3.844], [-0.997, 1.264, -1.830], [2.655, 1.194, -0.751], [1.891, -0.241, -0.584], [2.659, 0.041, -2.920], [1.704, 1.527, -2.922], [0.391, -1.106, -2.177], [0.630, -0.718, -3.878], [1.862, 2.029, 2.203], [1.704, 4.337, 2.166], [2.728, 4.948, -0.062], [0.910, 4.116, -1.549], [1.093, -0.976, 1.303], [2.008, -2.644, 1.490], [0.523, -3.346, 2.425], [2.808, -2.101, 3.104], [2.889, -4.313, 1.570], [3.438, -1.903, 0.493], [1.180, -3.142, -0.151]],
  "forces_ev_per_angstrom": [[0.1, 0.3, 0.1], [-0.1, -0.1, -0.1], [0.0, 0.0, 0.0], [0.0, 0.1, 0.0], [0.0, 0.0, 0.0], [0.0, 0.0, 0.0], [0.0, 0.0, 0.0], [-0.1, -0.1, 0.0], [0.0, 0.0, 0.0], [0.0, 0.0, 0.0], [0.0, 0.0, 0.0], [0.0, 0.0, 0.0], [-0.1, 0.0, 0.1], [0.0, 0.1, 0.0], [0.0, 0.0, 0.0], [0.0, -0.1, 0.2], [0.0, 0.0, 0.0], [0.0, 0.1, -0.1], [0.0, 0.1, 0.0], [0.1, -0.1, 0.0], [0.0, -0.1, 0.0], [0.0, 0.0, 0.0], [0.0, 0.0, 0.0], [0.0, 0.0, 0.0], [-0.1, -0.2, -0.1], [0.0, 0.2, -0.1], [0.1, -0.1, 0.2], [-0.1, 0.0, -0.2], [0.2, -0.1, 0.1], [-0.3, 0.2, -0.2], [0.0, -0.1, 0.1], [0.0, 0.0, 0.0], [0.1, -0.1, 0.0], [0.1, 0.0, 0.0], [0.0, -0.1, 0.0]],
  "mulliken_spin": [0.30, 0.15, 0.00, -0.01, 0.00, 0.00, -0.01, 0.05, 0.00, 0.00, 0.00, 0.00, 0.06, 0.00, 0.00, 0.00, 0.00, 0.01, 0.00, -0.01, 0.00, 0.00, 0.00, 0.00, 0.28, 0.02, 0.00, 0.16, 0.00, 0.00, 0.00, 0.00, 0.00, 0.00, 0.00]
}



Entry 5:
{
  "formula": "C8H10FN",
  "method": "ωB97M-V with the def2-TZVPD basis set",
  "homo_lumo_gap_ev": 10.1,
  "max_force_ha_per_bohr": 0.064,
  "smiles": "C[C@](N)(F)c1ccccc1",
  "multiplicity": 1,
  "lumo_ha": 0.0354,
  "de_lowest_kcal_mol": 36.6,
  "species": ["C", "C", "C", "C", "C", "C", "C", "C", "N", "F", "H", "H", "H", "H", "H", "H", "H", "H", "H", "H"],
  "xyz": [[-0.027, -2.979, 0.502], [0.900, -2.063, 0.933], [-1.136, -2.455, -0.185], [1.029, -0.713, 0.562], [-1.035, -1.084, -0.552], [-0.058, -0.186, -0.161], [-1.120, 1.945, 0.161], [-0.152, 1.240, -0.700], [1.242, 1.939, -0.763], [-0.656, 1.149, -2.047], [0.184, -3.849, 1.029], [1.617, -2.299, 1.650], [-2.076, -2.906, -0.472], [1.800, -0.069, 0.931], [-1.860, -0.816, -1.105], [-1.364, 2.857, -0.395], [-0.526, 2.229, 1.154], [-2.042, 1.215, 0.401], [1.771, 1.623, -1.592], [1.253, 2.926, -0.823]],
  "forces_ev_per_angstrom": [[-1.0, 2.1, 0.4], [1.1, 2.4, -0.8], [1.5, 1.4, -0.1], [-2.5, -0.3, -0.3], [0.1, -2.1, 1.4], [1.8, -0.7, -1.3], [-0.6, 0.4, 2.1], [2.9, -0.2, -0.8], [-1.6, -2.8, -0.3], [0.2, 0.2, 1.1], [-0.8, -2.3, 0.1], [1.3, -1.2, 0.9], [0.4, -0.7, 0.0], [0.4, 0.1, 0.1], [-1.6, 1.3, -1.3], [-0.6, 0.0, 0.6], [-1.6, -0.7, -2.0], [2.1, 2.1, -0.6], [-0.6, -0.2, 0.7], [-0.8, 1.2, 0.1]],
  "nbo_charge": [-0.23, -0.20, -0.19, -0.20, -0.21, -0.07, -0.66, 0.48, -0.87, -0.39, 0.22, 0.20, 0.22, 0.23, 0.21, 0.23, 0.24, 0.24, 0.38, 0.37]
}



Entry 6:
{
  "formula": "C8H10HfN2Se",
  "method": "ωB97M-V with the def2-TZVPD basis set",
  "homo_lumo_gap_ev": [5.6, 5.8],
  "max_force_ha_per_bohr": 0.197,
  "multiplicity": 1,
  "lumo_ha": [-0.0859, -0.0850],
  "de_lowest_kcal_mol": 128.8,
  "species": ["C", "C", "C", "C", "C", "Hf", "N", "C", "C", "H", "H", "H", "H", "H", "H", "H", "H", "H", "H", "Se", "C", "N"],
  "xyz": [[-1.761, -0.877, -0.174], [-1.826, 0.490, -0.527], [-1.603, 1.275, 0.649], [-1.362, 0.360, 1.744], [-1.461, -0.975, 1.209], [0.472, -0.240, 0.126], [1.115, -2.135, 0.461], [0.958, -0.623, -1.726], [0.684, 0.773, -1.956], [-1.752, 2.346, 0.754], [-2.190, 0.911, -1.486], [-1.284, 0.641, 2.787], [-1.397, -1.897, 1.817], [-2.027, -1.738, -0.841], [-0.040, 0.983, -2.794], [2.124, -0.817, -1.726], [1.537, -3.071, 0.143], [1.548, 1.406, -2.279], [0.146, -1.453, -2.108], [3.649, 2.311, 2.936], [2.619, 1.464, 1.866], [1.850, 0.866, 1.124]],
  "forces_ev_per_angstrom": [[-1.5, -1.2, -0.5], [-0.9, 1.0, -0.1], [-0.1, -1.3, 0.9], [-0.9, 0.4, -1.7], [-1.1, -0.1, 1.3], [-1.1, -1.0, 9.3], [0.8, 0.8, -3.0], [3.3, -1.8, -9.4], [0.4, -1.4, -3.8], [0.4, -0.2, -0.2], [0.6, -0.5, 0.8], [0.4, -0.1, -0.2], [0.0, 0.8, -0.7], [0.6, 1.0, 0.8], [-0.3, -0.2, 1.8], [-2.6, -0.3, -0.1], [-1.2, 1.6, 1.4], [-0.3, -0.5, 1.5], [2.5, 2.0, 1.0], [0.5, 0.3, 0.4], [-2.7, -2.0, -2.4], [3.3, 2.8, 2.8]],
  "nbo_charge": [-0.41, -0.29, -0.30, -0.29, -0.32, 1.67, -0.93, -0.67, -0.60, 0.25, 0.26, 0.26, 0.27, 0.26, 0.24, 0.29, 0.37, 0.25, 0.30, -0.01, 0.21, -0.79]
}